Record 1
Computed, not measured: 2 unconnected molecules or ions with the total composition C12H17N2 at a distorted geometry, with ωB97M-V/def2-TZVPD.

Atoms and positions in Å:
C  3.801  1.232  0.500
C  3.281  0.287  1.467
C  3.142  1.364  -0.704
C  2.091  -0.323  1.222
C  2.076  0.494  -1.043
C  1.458  -0.220  -0.028
C  -1.376  0.234  0.639
C  0.087  -2.559  0.263
C  -0.150  -2.107  -1.173
C  0.410  -1.158  -0.264
C  -1.983  0.854  -1.614
C  -3.523  1.230  0.129
N  -2.253  0.683  -0.200
N  -1.334  0.130  2.004
H  4.640  1.814  0.814
H  3.895  0.210  2.327
H  3.378  2.083  -1.433
H  1.550  -0.792  1.976
H  1.702  0.500  -2.139
H  -0.716  -2.995  0.830
H  0.930  -3.258  0.193
H  0.355  -2.593  -2.033
H  -1.192  -1.970  -1.550
H  -2.770  0.544  -2.225
H  -1.969  1.936  -1.778
H  -1.023  0.377  -1.827
H  -3.799  1.095  1.109
H  -3.369  2.407  0.019
H  -4.272  0.684  -0.377
H  -0.920  -0.652  2.490
H  -2.147  0.469  2.405

The calculation puts the HOMO energy (alpha / beta) at -11.8 / -11.8 eV. The calculation puts the energy at -15688.656 eV. Its strongest force on any atom is 4.933 eV/Å. As for the total charge: +1. The relative energy (zero: lowest compared OMol25 entry of this formula, charge and spin) comes out at 113.79 kcal/mol.

Which charges does Löwdin predict for the atoms? In e, they are: -0.023, -0.028, -0.061, -0.036, -0.004, -0.246, -0.058, -0.047, -0.119, -0.123, -0.013, -0.025, -0.201, 0.173, 0.105, 0.101, 0.093, 0.093, 0.153, 0.106, 0.124, 0.137, 0.125, 0.083, 0.109, 0.082, 0.055, 0.169, 0.098, 0.112, 0.064



Record 2
Computed, not measured: 2 unconnected molecules or ions with the total composition C12H17N2 at a distorted geometry, with ωB97M-V/def2-TZVPD.

Atoms and positions in Å:
C  4.580  0.559  -0.471
C  3.645  1.433  0.117
C  4.167  -0.756  -0.884
C  2.500  0.909  0.749
C  2.992  -1.231  -0.342
C  2.093  -0.471  0.452
C  -0.866  0.276  0.297
C  -2.010  1.936  -0.603
C  -3.038  0.972  0.015
C  -2.687  -1.220  1.166
C  -2.386  -0.917  -1.184
C  1.006  -1.034  1.098
N  -0.744  1.426  -0.161
N  -2.321  -0.322  0.162
H  5.573  0.903  -0.841
H  4.097  2.537  0.242
H  4.703  -1.502  -1.460
H  1.746  1.637  1.214
H  2.798  -2.337  -0.421
H  -1.997  1.932  -1.675
H  -2.201  2.946  -0.242
H  -3.369  1.440  0.913
H  -3.817  0.959  -0.670
H  -3.783  -1.500  1.106
H  -1.990  -2.051  1.154
H  -2.635  -0.682  2.055
H  -2.014  -0.176  -1.889
H  -1.839  -1.843  -1.398
H  -3.464  -0.967  -1.336
H  0.591  -2.101  0.797
H  0.671  -0.756  2.042

The calculation puts the HOMO energy (alpha / beta) at -11.8 / -11.8 eV. The calculation puts the energy at -15688.603 eV. Its strongest force on any atom is 4.671 eV/Å. As for the total charge: +1. The relative energy (zero: lowest compared OMol25 entry of this formula, charge and spin) comes out at 115.02 kcal/mol.

Which charges does Löwdin predict for the atoms? In e, they are: -0.044, -0.079, -0.053, -0.006, -0.049, -0.312, -0.051, -0.174, -0.100, -0.023, 0.009, 0.114, 0.076, -0.325, 0.121, 0.159, 0.110, 0.132, 0.133, 0.114, 0.130, 0.136, 0.110, 0.148, 0.108, 0.090, 0.103, 0.125, 0.115, 0.132, 0.052